Run a
Density functional theory data (wB97M-V/def2-TZVPD) for C16H15Br2N3O3PdS as an isolated structure.

Last column: Löwdin charge in e.
Element x y z (Å)
1 Pd -0.191 0.114 -0.109  1.01
2 C -2.368 2.913 -0.313  -0.03
3 C -0.899 3.192 -0.208  -0.30
4 C -0.478 4.534 -0.125  -0.01
5 C 0.836 4.854 -0.036  -0.02
6 C 1.795 3.824 -0.048  -0.19
7 C 3.186 4.025 0.017  -0.63
8 Br 3.900 5.780 0.131  0.77
9 C 4.047 2.967 -0.006  -0.17
10 C 3.558 1.661 -0.105  -0.61
11 Br 4.748 0.207 -0.135  0.81
12 C 2.201 1.389 -0.193  -0.42
13 O 1.749 0.182 -0.351  -0.21
14 C 1.307 2.497 -0.137  -0.12
15 N -0.041 2.195 -0.199  0.05
16 H -2.914 3.841 -0.472  0.08
17 H -2.749 2.471 0.609  0.07
18 H -2.582 2.251 -1.150  0.08
19 H -1.224 5.317 -0.132  0.11
20 H 1.144 5.888 0.034  0.08
21 H 5.113 3.140 0.048  0.10
22 N -2.275 -0.160 -0.119  -0.07
23 C -2.723 -1.523 0.251  -0.22
24 C -2.061 -2.563 -0.632  -0.11
25 C -0.644 -2.873 -0.161  -0.65
26 O -0.312 -4.031 0.004  0.05
27 O 0.130 -1.860 0.075  -0.17
28 H -2.746 0.514 0.468  0.06
29 H -2.568 0.022 -1.074  0.09
30 H -3.810 -1.583 0.166  0.12
31 H -2.454 -1.687 1.294  0.12
32 H -2.022 -2.208 -1.667  0.12
33 H -2.624 -3.492 -0.610  0.12
34 S 0.733 -0.753 4.715  1.02
35 C -0.476 0.453 4.763  -0.41
36 C -0.835 0.783 3.497  -0.26
37 N -0.177 0.103 2.501  -0.06
38 C 0.676 -0.735 3.003  -0.47
39 H -0.848 0.850 5.693  0.06
40 H -1.572 1.531 3.233  0.10
41 H 1.286 -1.390 2.392  0.08

Values from the calculation:
LUMO level   -0.46 eV
Charge   0

---

Run b
Density functional theory data (wB97M-V/def2-TZVPD) for C16H15Br2N3O3PdS as an isolated structure.

Last column: Löwdin charge in e.
Element x y z (Å)
1 Pd -0.132 -0.752 -0.690  1.01
2 C -2.233 2.092 -1.005  -0.03
3 C -0.777 2.353 -0.757  -0.30
4 C -0.357 3.679 -0.530  -0.01
5 C 0.959 3.964 -0.330  -0.01
6 C 1.911 2.925 -0.382  -0.18
7 C 3.304 3.101 -0.231  -0.63
8 Br 4.023 4.825 0.099  0.77
9 C 4.151 2.035 -0.321  -0.16
10 C 3.654 0.750 -0.569  -0.60
11 Br 4.850 -0.697 -0.700  0.79
12 C 2.300 0.500 -0.722  -0.40
13 O 1.821 -0.683 -0.980  -0.22
14 C 1.422 1.622 -0.610  -0.12
15 N 0.081 1.354 -0.769  0.06
16 H -2.726 3.004 -1.336  0.09
17 H -2.734 1.775 -0.086  0.08
18 H -2.359 1.338 -1.782  0.08
19 H -1.101 4.463 -0.517  0.12
20 H 1.286 4.978 -0.148  0.08
21 H 5.216 2.173 -0.203  0.10
22 N -2.168 -1.029 -0.337  -0.07
23 C -2.549 -1.413 1.061  -0.20
24 C -1.910 -0.535 2.133  -0.12
25 C -0.549 -1.111 2.597  -0.72
26 O -0.480 -1.535 3.750  -0.01
27 O 0.360 -1.099 1.714  -0.12
28 H -2.699 -0.207 -0.599  0.05
29 H -2.484 -1.761 -0.967  0.08
30 H -2.253 -2.453 1.206  0.12
31 H -3.639 -1.367 1.123  0.11
32 H -2.574 -0.494 2.995  0.11
33 H -1.780 0.483 1.749  0.10
34 S 0.982 -4.945 0.374  1.08
35 C -0.427 -5.075 -0.593  -0.38
36 C -0.769 -3.856 -1.068  -0.24
37 N 0.070 -2.841 -0.677  -0.13
38 C 1.040 -3.274 0.088  -0.44
39 H -0.914 -6.017 -0.776  0.07
40 H -1.588 -3.650 -1.740  0.11
41 H 1.772 -2.619 0.533  0.08

Values from the calculation:
LUMO level   -0.41 eV
Charge   0

---

What should be chosen as the least stable of them? Choose run b.

---

Run a
Density functional theory data (wB97M-V/def2-TZVPD) for a 2-piece molecular cluster, C3H8BrN2 overall.

Last column: Löwdin charge in e.
Element x y z (Å)
1 C 0.245 -0.851 1.190  -0.12
2 C -0.730 0.674 -1.346  -0.05
3 C -0.108 0.576 1.099  -0.09
4 N 0.130 -1.680 0.195  0.19
5 N -0.571 1.214 0.015  -0.04
6 Br 3.028 0.308 -0.488  0.14
7 H 0.559 -1.263 2.103  0.12
8 H 0.332 0.282 -1.461  0.04
9 H -1.499 -0.167 -1.360  0.12
10 H -1.000 1.515 -2.030  0.12
11 H 0.047 1.203 2.101  0.18
12 H 0.364 -2.582 0.533  0.14
13 H -0.222 -1.521 -0.651  0.04
14 H -0.573 2.292 0.101  0.20

Values from the calculation:
LUMO level (alpha / beta)   -5.67 / -7.03 eV
Charge   +1

---

Run b
Density functional theory data (wB97M-V/def2-TZVPD) for C3H8BrN2 as an isolated structure.

Last column: Löwdin charge in e.
Element x y z (Å)
1 C -0.071 0.420 -0.200  -0.27
2 C 1.279 -1.617 -0.117  0.01
3 C -1.854 1.118 0.456  -0.51
4 N -0.026 -0.878 -0.172  -0.04
5 N 0.978 1.227 -0.201  0.16
6 Br -2.985 -0.117 -0.172  0.86
7 H 0.981 -2.672 0.114  0.12
8 H 1.676 -1.383 -1.122  0.11
9 H 1.753 -1.076 0.698  0.09
10 H -2.154 2.010 0.016  0.00
11 H -1.404 1.000 1.524  0.11
12 H -0.949 -1.330 -0.163  0.06
13 H 0.844 2.274 -0.189  0.16
14 H 1.931 1.024 -0.473  0.12

Values from the calculation:
LUMO level   -3.62 eV
Charge   +1

---

What should be chosen as the least stable of them? Choose run a.

---

Run a
Density functional theory data (wB97M-V/def2-TZVPD) for a 7-piece molecular cluster, H14O7 overall.

Last column: Löwdin charge in e.
Element x y z (Å)
1 O 0.086 0.418 0.430  -0.13
2 H -0.801 0.753 0.253  0.07
3 H 0.274 0.715 1.327  0.05
4 O 4.341 -1.082 -1.564  -0.06
5 H 3.555 -0.529 -1.635  0.03
6 H 5.017 -0.486 -1.222  0.03
7 O -0.591 -1.667 -0.087  -0.07
8 H -0.495 -0.825 -0.546  0.02
9 H 0.270 -2.088 -0.188  0.05
10 O -4.050 -1.802 -0.188  -0.07
11 H -3.365 -2.474 -0.273  0.02
12 H -4.147 -1.451 -1.081  0.03
13 O -3.047 2.134 -0.604  -0.06
14 H -3.845 2.034 -1.135  0.04
15 H -2.533 2.798 -1.077  0.04
16 O 1.290 -0.756 1.984  -0.07
17 H 0.621 -1.132 1.400  0.00
18 H 1.624 -1.514 2.476  0.05
19 O 1.764 2.108 0.287  -0.06
20 H 2.670 2.434 0.334  0.04
21 H 1.362 2.411 1.109  0.04

Values from the calculation:
LUMO level   0.38 eV
Structure (SMILES)   O.O.O.O.O.O.O
Charge   0

---

Run b
Density functional theory data (wB97M-V/def2-TZVPD) for a 7-piece molecular cluster, H14O7 overall.

Last column: Löwdin charge in e.
Element x y z (Å)
1 O 1.301 -2.899 1.243  -0.08
2 H 0.912 -3.672 0.797  0.04
3 H 1.013 -1.981 1.117  0.01
4 O 2.764 0.311 -0.525  0.03
5 H 3.395 -0.265 -0.733  -0.01
6 H 2.655 0.882 -1.274  0.07
7 O -1.728 -0.357 -0.680  -0.11
8 H -1.857 -1.156 -0.094  0.12
9 H -2.360 -0.512 -1.460  0.13
10 O -3.702 0.815 1.000  -0.04
11 H -2.781 0.641 0.617  0.04
12 H -3.980 1.569 0.606  -0.04
13 O 0.661 3.169 1.462  -0.14
14 H 0.803 2.945 2.450  0.07
15 H 1.068 2.307 1.143  0.01
16 O 0.468 0.453 0.991  -0.09
17 H 1.366 0.209 0.535  0.05
18 H -0.188 0.440 0.313  -0.02
19 O 0.418 -1.206 -2.337  -0.16
20 H 0.249 -0.712 -3.288  0.12
21 H -0.474 -0.985 -1.893  0.00

Values from the calculation:
LUMO level   -0.22 eV
Structure (SMILES)   O.O.O.O.O.O.O
Charge   0

---

Run c
Density functional theory data (wB97M-V/def2-TZVPD) for a 7-piece molecular cluster, H14O7 overall.

Last column: Löwdin charge in e.
Element x y z (Å)
1 O -0.697 0.552 -0.744  -0.07
2 H -0.192 -0.056 -1.297  0.02
3 H -0.092 1.287 -0.592  0.04
4 O 3.329 -2.135 -0.065  -0.05
5 H 3.474 -3.084 -0.151  0.06
6 H 4.218 -1.766 -0.012  0.04
7 O -4.391 -1.696 1.151  -0.06
8 H -3.674 -2.251 0.824  0.03
9 H -4.939 -2.299 1.665  0.03
10 O 0.936 -1.405 -0.349  -0.09
11 H -0.011 -1.469 -0.179  0.04
12 H 1.312 -2.146 0.139  0.03
13 O 0.057 4.742 0.433  -0.06
14 H 0.240 4.164 1.182  0.03
15 H 0.230 4.190 -0.338  0.03
16 O -3.282 0.452 -0.862  -0.07
17 H -3.809 1.056 -0.328  0.04
18 H -3.787 0.358 -1.678  0.04
19 O 3.582 0.788 0.650  -0.05
20 H 4.309 0.162 0.747  0.02
21 H 3.185 0.556 -0.197  0.03

Values from the calculation:
LUMO level   0.21 eV
Structure (SMILES)   O.O.O.O.O.O.O
Charge   0

---

Run d
Density functional theory data (wB97M-V/def2-TZVPD) for a 7-piece molecular cluster, H14O7 overall.

Last column: Löwdin charge in e.
Element x y z (Å)
1 O 1.578 1.555 -0.474  0.02
2 H 2.372 1.183 -0.423  0.01
3 H 1.206 1.372 -1.378  0.10
4 O 0.958 3.902 1.129  -0.15
5 H 0.972 4.811 0.615  0.10
6 H 0.754 3.063 0.612  0.02
7 O 0.217 -0.318 0.644  -0.03
8 H 0.863 -1.022 0.477  0.07
9 H 0.659 0.371 0.266  -0.07
10 O -2.100 0.440 1.718  -0.10
11 H -2.442 1.319 1.672  0.01
12 H -1.167 0.226 1.395  0.00
13 O 0.241 -3.146 1.273  0.03
14 H 0.761 -3.510 1.933  0.01
15 H -0.552 -3.387 1.644  0.01
16 O 0.758 -0.927 -3.038  -0.01
17 H 0.557 0.029 -2.954  0.04
18 H 0.245 -0.922 -2.295  -0.07
19 O -1.748 -1.849 -1.174  -0.11
20 H -1.510 -1.695 -0.177  0.06
21 H -2.618 -1.499 -1.461  0.05

Values from the calculation:
LUMO level   -0.06 eV
Structure (SMILES)   O.O.O.O.O.O.O
Charge   0

---

What should be chosen as the least stable of them? Choose run d.

---

Run a
Density functional theory data (wB97M-V/def2-TZVPD) for a 7-piece molecular cluster, H14O7 overall.

Last column: Löwdin charge in e.
Element x y z (Å)
1 O 2.923 1.799 -0.602  -0.06
2 H 3.038 0.877 -0.658  -0.01
3 H 1.957 1.679 -0.606  -0.01
4 O -1.806 0.191 -1.956  -0.02
5 H -2.364 0.942 -2.209  0.09
6 H -1.887 -0.314 -2.755  0.07
7 O 0.646 -1.577 -1.970  -0.03
8 H 1.596 -1.657 -1.958  0.05
9 H 0.533 -0.704 -1.633  -0.03
10 O 0.849 0.537 2.195  -0.04
11 H 1.405 -0.294 2.268  0.12
12 H 1.194 1.124 2.854  0.07
13 O -1.573 -2.295 -0.347  -0.07
14 H -0.808 -2.088 -0.906  -0.02
15 H -2.126 -1.551 -0.581  0.00
16 O 0.395 0.771 -0.544  -0.03
17 H 0.389 0.653 0.358  -0.02
18 H -0.471 0.615 -0.926  0.01
19 O -1.662 0.577 3.222  -0.05
20 H -0.793 0.727 2.842  -0.03
21 H -1.435 -0.011 3.914  0.01

Values from the calculation:
LUMO level   0.07 eV
Structure (SMILES)   O.O.O.O.O.O.O
Charge   0

---

Run b
Density functional theory data (wB97M-V/def2-TZVPD) for a 7-piece molecular cluster, H14O7 overall.

Last column: Löwdin charge in e.
Element x y z (Å)
1 O -1.941 -0.299 1.457  -0.05
2 H -2.391 -0.485 0.625  0.04
3 H -1.021 -0.171 1.202  0.01
4 O 0.501 2.830 -2.503  -0.06
5 H -0.149 2.455 -3.108  0.00
6 H 0.425 2.286 -1.711  -0.01
7 O 0.888 2.184 0.401  -0.05
8 H 1.713 2.212 -0.097  0.05
9 H 1.164 2.292 1.318  0.04
10 O -2.034 1.344 -3.180  -0.05
11 H -2.632 1.858 -2.626  0.05
12 H -2.619 0.773 -3.691  0.05
13 O 1.414 -0.280 2.550  -0.04
14 H 0.690 0.121 3.044  0.07
15 H 1.205 -0.089 1.629  0.04
16 O 3.384 -1.798 2.897  -0.09
17 H 2.886 -0.979 2.796  -0.04
18 H 3.633 -1.808 3.828  0.03
19 O -1.440 -4.412 -1.486  -0.06
20 H -1.295 -3.655 -2.063  0.03
21 H -2.382 -4.376 -1.284  0.03

Values from the calculation:
LUMO level   -0.13 eV
Structure (SMILES)   O.O.O.O.O.O.O
Charge   0

---

What should be chosen as the least stable of them? Choose run b.